[1]
98
Properties=species:S:1:pos:R:3:mulliken_charge:R:1 method="wB97M-V/def2-TZVPD" energy_ha=-4859.11933 s2=1.0736 spin_multiplicity=2 homo_energy_ev="-12.717 / -12.715" charge=+2 lumo_energy_ev="-6.530 / -5.842" orbital_gap_ev="6.2 / 6.9"
Ru -0.592 0.142 0.586 0.47
C 4.337 0.922 -0.783 -1.02
N 3.427 2.037 -0.580 0.66
C 4.020 3.343 -0.769 -1.09
C 2.186 1.808 -0.146 -0.26
O 1.766 0.665 0.053 0.13
C 1.275 3.026 0.067 -1.70
O -0.051 2.573 0.241 0.36
C -1.055 3.540 0.002 -1.07
C -2.351 2.789 -0.328 0.13
O -2.438 1.578 -0.108 -0.42
N -3.353 3.476 -0.872 0.29
C -4.568 2.772 -1.245 -1.11
C -3.342 4.904 -1.103 -1.03
H 4.666 0.904 -1.823 0.38
H 3.829 -0.011 -0.544 0.17
H 5.214 1.026 -0.144 0.43
H 4.832 3.252 -1.487 0.38
H 4.438 3.728 0.162 0.31
H 3.302 4.061 -1.153 0.37
H 1.321 3.676 -0.816 0.60
H 1.612 3.587 0.951 0.47
H -0.766 4.184 -0.840 0.61
H -1.205 4.163 0.897 0.36
H -4.370 1.702 -1.238 0.30
H -4.881 3.088 -2.239 0.43
H -5.375 2.986 -0.544 0.38
H -2.897 5.441 -0.267 0.38
H -4.368 5.247 -1.217 0.40
H -2.799 5.149 -2.019 0.31
C -4.039 -2.576 1.561 -0.76
C -4.179 -2.317 2.916 -1.03
C -3.388 -1.364 3.533 -0.77
C -2.439 -0.655 2.796 1.54
C -2.270 -0.952 1.433 -0.25
C -3.076 -1.896 0.824 -0.13
C -1.603 0.395 3.369 1.04
C -2.055 1.262 4.373 -1.20
C -1.275 2.327 4.750 -1.21
C 0.027 2.453 4.223 1.09
C 0.924 3.459 4.626 -0.79
C 2.239 3.420 4.234 -0.81
C 2.704 2.359 3.449 -0.48
C 1.840 1.392 2.989 -0.05
C 0.474 1.452 3.313 0.14
N -0.386 0.524 2.817 0.01
H -4.666 -3.308 1.074 0.50
H -4.917 -2.856 3.492 0.43
H -3.482 -1.188 4.594 0.52
H -2.983 -2.092 -0.240 0.73
H -3.026 1.101 4.813 0.51
H -1.615 3.043 5.481 0.50
H 0.559 4.240 5.277 0.47
H 2.927 4.184 4.562 0.44
H 3.759 2.288 3.221 0.52
H 2.185 0.550 2.402 0.36
C -2.930 -4.921 -2.666 -0.60
C -2.671 -3.680 -3.228 -0.80
C -1.769 -2.828 -2.615 0.22
C -1.115 -3.222 -1.452 -0.12
C -1.379 -4.463 -0.887 0.08
C -2.287 -5.311 -1.503 -0.86
As 0.157 -1.949 -0.670 1.17
C 1.029 -2.905 0.754 0.05
C 0.590 -3.008 2.062 -0.76
C 1.333 -3.746 2.972 -0.85
C 2.510 -4.364 2.571 -0.96
C 2.978 -4.227 1.275 -0.55
C 2.252 -3.479 0.352 0.51
C 2.620 -3.221 -1.038 0.70
C 3.767 -3.662 -1.692 -0.56
C 3.978 -3.336 -3.021 -1.01
C 3.029 -2.618 -3.735 -0.91
C 1.871 -2.187 -3.107 -0.73
C 1.683 -2.459 -1.764 0.21
H -3.640 -5.583 -3.135 0.43
H -3.170 -3.373 -4.136 0.45
H -1.577 -1.836 -3.016 0.33
H -0.880 -4.768 0.025 0.50
H -2.484 -6.279 -1.066 0.47
H -0.332 -2.517 2.362 0.40
H 0.991 -3.838 3.992 0.50
H 3.071 -4.956 3.280 0.42
H 3.898 -4.709 0.982 0.47
H 4.494 -4.266 -1.171 0.47
H 4.884 -3.655 -3.512 0.46
H 3.184 -2.396 -4.779 0.48
H 1.104 -1.650 -3.653 0.74
C 1.457 1.329 -3.663 -1.08
S -0.073 1.726 -2.730 0.68
C -1.209 1.765 -4.172 -1.24
O -0.401 0.482 -1.979 -1.00
H 1.278 0.546 -4.389 0.48
H 2.195 0.993 -2.941 0.13
H 1.805 2.224 -4.167 0.50
H -0.911 2.599 -4.800 0.47
H -2.220 1.918 -3.803 0.35
H -1.161 0.827 -4.716 0.39

---

[2]
103
Properties=species:S:1:pos:R:3:mulliken_charge:R:1 method="wB97M-V/def2-TZVPD" energy_ha=-3552.76094 s2=8.7757 spin_multiplicity=6 homo_energy_ev="-10.288 / -10.706" charge=+1 lumo_energy_ev="-2.717 / -5.283" orbital_gap_ev="7.6 / 5.4"
Ru 1.567 0.161 0.299 0.72
C 5.603 -0.967 -1.608 -1.35
C 4.215 -0.869 -1.726 -0.68
N 3.687 -0.338 -0.617 1.02
N 4.722 -0.079 0.213 0.01
C 5.881 -0.448 -0.358 -0.28
B 4.483 0.586 1.580 -0.34
N 3.700 1.905 1.377 0.43
C 4.124 3.154 1.584 -0.13
C 3.100 4.035 1.270 -1.65
C 2.053 3.224 0.862 -0.58
N 2.414 1.936 0.936 0.83
N 3.576 -0.340 2.434 -0.71
C 3.832 -0.912 3.609 0.01
C 2.708 -1.610 4.027 -1.94
C 1.776 -1.405 3.023 -1.16
N 2.303 -0.636 2.055 1.79
H 6.304 -1.341 -2.339 0.43
H 3.581 -1.145 -2.557 0.60
H 6.822 -0.312 0.157 0.54
H 5.525 0.790 2.134 -0.09
H 5.128 3.340 1.936 0.50
H 3.113 5.112 1.330 0.47
H 1.066 3.505 0.536 0.47
H 4.795 -0.786 4.085 0.50
H 2.580 -2.184 4.931 0.54
H 0.766 -1.772 2.966 1.07
C -0.785 3.922 -7.034 -1.56
C -0.658 3.205 -5.713 0.47
C -0.994 1.866 -5.586 -0.86
C -0.868 1.180 -4.383 0.88
C -1.255 -0.284 -4.358 -1.35
C -0.364 1.865 -3.268 0.29
C -0.048 3.229 -3.364 0.80
C 0.370 4.045 -2.164 -0.52
C -0.199 3.871 -4.584 -1.07
C -0.217 1.133 -1.961 -0.18
O -1.166 0.514 -1.505 -0.14
O 0.988 1.142 -1.414 -0.16
H -1.386 3.350 -7.741 0.37
H 0.201 4.077 -7.482 0.29
H -1.242 4.905 -6.906 0.37
H -1.377 1.335 -6.454 0.36
H -1.880 -0.518 -5.220 0.52
H -1.806 -0.540 -3.455 -0.03
H -0.368 -0.925 -4.419 0.26
H -0.455 4.112 -1.443 0.27
H 0.637 5.059 -2.463 0.38
H 1.224 3.601 -1.663 -0.33
H 0.043 4.930 -4.655 0.40
I 3.600 2.376 -2.759 0.24
I 6.463 2.935 -1.485 -0.17
S 2.364 -4.073 -1.546 -0.21
C 1.368 -3.160 -2.591 0.06
C 0.922 -2.055 -1.950 -1.57
N 1.360 -1.933 -0.639 2.05
C 2.144 -2.930 -0.318 -0.69
H 1.157 -3.483 -3.603 0.47
H 0.254 -1.316 -2.359 0.13
H 2.625 -3.027 0.650 0.15
C -2.647 -2.871 -1.119 -1.54
C -3.562 -1.760 -0.658 0.65
C -4.852 -1.658 -1.175 -0.89
C -5.721 -0.661 -0.753 -0.86
C -5.317 0.250 0.214 -1.11
C -4.038 0.160 0.746 -0.66
C -3.169 -0.835 0.310 1.90
Sb -1.220 -0.972 1.140 -0.22
C -1.456 -2.872 2.150 1.25
C -0.421 -3.793 1.965 -0.52
C -0.494 -5.081 2.471 -0.84
C -1.622 -5.461 3.185 -0.84
C -2.656 -4.557 3.372 -0.74
C -2.609 -3.256 2.861 0.74
C -3.815 -2.372 3.087 -1.37
C -1.391 0.360 2.825 1.71
C -1.407 -0.193 4.108 -0.76
C -1.536 0.615 5.230 -0.90
C -1.653 1.987 5.074 -0.97
C -1.608 2.545 3.803 -0.61
C -1.463 1.753 2.665 -0.19
C -1.367 2.410 1.306 -0.61
H -2.957 -3.261 -2.089 0.51
H -2.650 -3.701 -0.406 0.30
H -1.613 -2.522 -1.216 0.13
H -5.178 -2.372 -1.926 0.47
H -6.714 -0.594 -1.182 0.42
H -5.993 1.024 0.558 0.44
H -3.737 0.850 1.527 0.40
H 0.460 -3.498 1.414 0.51
H 0.319 -5.779 2.311 0.48
H -1.698 -6.461 3.594 0.41
H -3.538 -4.862 3.928 0.48
H -4.269 -2.593 4.055 0.55
H -4.572 -2.555 2.318 0.33
H -3.574 -1.315 3.061 -0.02
H -1.324 -1.265 4.241 0.39
H -1.549 0.171 6.220 0.49
H -1.774 2.628 5.941 0.42
H -1.689 3.622 3.687 0.44
H -1.304 3.495 1.402 0.65
H -2.220 2.174 0.666 0.11
H -0.480 2.065 0.778 -0.47

---

[3]
98
Properties=species:S:1:pos:R:3:mulliken_charge:R:1 method="wB97M-V/def2-TZVPD" energy_ha=-2595.52665 homo_energy_ev=-9.777 charge=+1 lumo_energy_ev=-2.733 orbital_gap_ev=7.0
Hf 0.207 0.814 -0.040 -0.32
C -4.055 0.707 1.311 -2.44
C -2.576 0.544 1.429 1.65
O -1.921 0.545 0.371 -0.27
C -1.934 0.453 2.736 0.89
C -2.699 0.642 3.899 -1.27
C -2.113 0.626 5.142 -1.15
C -0.727 0.429 5.228 -0.60
C 0.049 0.223 4.104 -0.59
C -0.553 0.213 2.850 0.60
O 0.182 -0.067 1.769 0.05
H -4.327 0.729 0.260 0.31
H -4.354 1.646 1.782 0.49
H -4.583 -0.102 1.819 0.46
H -3.764 0.816 3.814 0.45
H -2.706 0.781 6.033 0.48
H -0.251 0.442 6.201 0.45
H 1.122 0.082 4.149 0.48
C 4.264 1.041 -2.710 -0.88
N 3.991 0.997 -1.268 0.32
C 4.992 1.030 -0.304 -0.31
C 4.725 1.005 1.004 -1.04
C 3.336 0.992 1.479 0.25
O 3.028 1.004 2.650 -0.61
N 2.382 0.988 0.457 1.01
C 2.717 0.954 -0.837 -0.34
O 1.738 0.852 -1.650 -0.20
H 5.340 0.971 -2.847 0.34
H 3.898 1.970 -3.141 0.31
H 3.776 0.208 -3.208 0.27
H 6.000 1.063 -0.694 0.40
H 5.519 1.020 1.736 0.50
C -0.304 4.952 -4.979 -1.68
C -0.451 3.739 -4.094 0.41
C -0.647 2.477 -4.648 -1.10
C -0.825 1.377 -3.827 0.37
C -1.017 -0.006 -4.393 -1.46
C -0.830 1.574 -2.456 -0.37
C -0.529 2.812 -1.845 1.81
C -0.379 3.896 -2.714 -1.05
N -0.286 2.770 -0.449 0.74
C -0.287 3.905 0.534 2.23
C 0.959 3.777 1.406 -1.58
C -1.524 3.764 1.427 -1.46
C -0.313 5.313 -0.054 -2.55
H -0.227 4.673 -6.030 0.38
H 0.584 5.530 -4.714 0.36
H -1.167 5.615 -4.876 0.32
H -0.670 2.355 -5.726 0.33
H -1.101 0.021 -5.479 0.41
H -1.917 -0.481 -3.996 0.32
H -0.165 -0.641 -4.138 0.21
H -1.068 0.688 -1.871 0.74
H -0.173 4.882 -2.339 0.49
H 1.018 2.819 1.937 0.14
H 0.954 4.548 2.179 0.55
H 1.868 3.882 0.813 0.32
H -1.448 2.892 2.080 0.16
H -2.428 3.672 0.818 0.27
H -1.635 4.636 2.076 0.57
H 0.571 5.531 -0.655 0.47
H -0.316 6.015 0.782 0.54
H -1.208 5.504 -0.649 0.52
O 0.006 -1.205 -0.743 -0.63
P -0.110 -2.544 0.025 1.11
C 1.433 -2.938 0.835 1.31
C 1.555 -3.842 1.893 -0.71
C 2.810 -4.154 2.398 -0.92
C 3.948 -3.581 1.847 -0.65
C 3.836 -2.709 0.773 -0.61
C 2.585 -2.393 0.265 -0.87
C -0.375 -3.821 -1.203 0.83
C -0.589 -5.135 -0.783 -0.66
C -0.774 -6.139 -1.715 -0.68
C -0.752 -5.836 -3.074 -0.59
C -0.543 -4.532 -3.496 -0.57
C -0.350 -3.517 -2.562 -0.42
C -1.494 -2.658 1.139 1.15
C -1.371 -2.713 2.526 -0.16
C -2.505 -2.851 3.318 -0.94
C -3.760 -2.916 2.729 -0.58
C -3.891 -2.840 1.345 -1.03
C -2.764 -2.722 0.549 -0.77
H 0.683 -4.312 2.330 0.41
H 2.897 -4.846 3.226 0.47
H 4.925 -3.821 2.250 0.42
H 4.723 -2.276 0.328 0.47
H 2.502 -1.737 -0.592 0.59
H -0.620 -5.376 0.275 0.34
H -0.940 -7.157 -1.386 0.44
H -0.901 -6.624 -3.802 0.41
H -0.528 -4.299 -4.554 0.46
H -0.184 -2.498 -2.885 0.19
H -0.401 -2.617 2.998 0.23
H -2.405 -2.895 4.396 0.49
H -4.643 -3.028 3.348 0.44
H -4.870 -2.887 0.886 0.48
H -2.871 -2.683 -0.529 0.42